# 1
This record from the OMol25 dataset describes a structure of composition C26H19IrN7OS3. The level of theory is wB97M-V/def2-TZVPD.

**Calculated total energy**: -75095.4552 eV
**Multiplicity**: 2
**Kohn-Sham gap (spin up / spin down)**: 5.7 / 6.1 eV
**Net charge**: -2
**Maximum force**: 0.00173 Eh/bohr

Each line ends with the Mulliken charge.
Geometry (Å):
Ir  0.5533  -1.9631  -2.3174  0.910
N  -2.8541  3.0362  2.5522  0.228
C  -3.5775  3.9824  3.2313  0.565
C  -4.2585  3.9573  4.4441  -0.735
C  -4.8878  5.1251  4.8368  -0.415
C  -4.8382  6.2830  4.0448  -0.380
C  -4.1627  6.3002  2.8381  -0.651
C  -3.5258  5.1320  2.4212  0.387
N  -2.7955  4.8781  1.2762  -0.813
C  -2.4302  3.6252  1.3924  0.294
C  -1.6190  2.8407  0.4503  0.303
C  -0.5529  2.0812  0.8308  -0.798
S  0.0498  1.2089  -0.5031  0.185
C  -1.1631  1.9233  -1.4807  -0.078
N  -1.9577  2.7565  -0.8777  -0.666
H  -2.7795  2.0331  2.7474  0.193
H  -4.2954  3.0613  5.0503  0.419
H  -5.4309  5.1469  5.7738  0.358
H  -5.3429  7.1781  4.3886  0.349
H  -4.1246  7.1897  2.2219  0.409
H  -0.1420  1.9804  1.8219  0.390
H  -1.2287  1.6284  -2.5167  0.584
C  2.4434  -4.7244  1.0541  -1.581
C  1.7509  -4.2402  -0.1944  0.433
S  1.9110  -2.5255  -0.5427  -0.448
C  1.0513  -5.0091  -1.0321  0.638
C  0.8421  -6.4861  -0.8664  -1.407
S  0.3181  -4.2768  -2.4519  -0.513
H  3.0195  -3.9141  1.5023  0.356
H  3.1334  -5.5474  0.8453  0.333
H  1.7262  -5.0707  1.8037  0.320
H  1.3752  -6.8730  0.0040  0.377
H  1.1890  -7.0304  -1.7503  0.263
H  -0.2198  -6.7175  -0.7446  0.267
O  -0.0597  -0.4169  -2.9708  -0.677
N  -1.1522  -1.9179  -0.8726  -0.392
C  -1.8546  -1.9188  0.0400  0.336
C  -2.7233  -1.8826  1.1455  -0.113
C  -3.6427  -2.9265  1.3861  0.142
N  -4.3932  -3.7831  1.5869  -0.574
C  -2.6834  -0.7810  2.0131  0.228
N  -2.6528  0.1282  2.7308  -0.757
C  2.1010  -1.9093  -3.7026  -1.179
C  3.1952  -0.9942  -3.2933  0.270
C  4.4102  -1.4767  -2.7946  -0.289
C  5.4309  -0.6205  -2.4296  -0.719
C  5.2598  0.7591  -2.5470  0.624
C  4.0431  1.2623  -3.0175  -0.877
C  3.0327  0.3958  -3.3802  -0.016
C  6.3275  1.6492  -2.1962  0.092
N  7.1898  2.3651  -1.9277  -0.608
H  2.4732  -2.9203  -3.8694  0.412
H  1.6446  -1.5369  -4.6227  0.521
H  4.5367  -2.5462  -2.6849  0.333
H  6.3660  -1.0102  -2.0469  0.402
H  3.9001  2.3333  -3.0876  0.408
H  2.0747  0.7780  -3.7122  0.359

Cartesian forces, eV/Å:
Ir 0.0 0.1 0.0
N 0.0 0.0 0.0
C 0.0 0.0 0.0
C 0.0 0.0 0.0
C 0.0 0.0 0.0
C 0.0 0.0 0.0
C 0.0 0.0 0.0
C 0.0 0.0 0.0
N 0.0 0.0 0.0
C 0.0 0.0 0.0
C 0.0 0.0 0.0
C 0.0 0.0 0.0
S 0.0 0.0 0.0
C 0.0 0.0 0.0
N 0.0 0.0 0.0
H 0.0 0.0 0.0
H 0.0 0.0 0.0
H 0.0 0.0 0.0
H 0.0 0.0 0.0
H 0.0 0.0 0.0
H 0.0 0.0 0.0
H 0.0 0.0 0.0
C 0.0 0.0 0.0
C 0.0 0.0 0.0
S 0.0 0.0 0.0
C 0.0 0.0 0.0
C 0.0 0.0 0.0
S 0.0 0.0 0.0
H 0.0 0.0 0.0
H 0.0 0.0 0.0
H 0.0 0.0 0.0
H 0.0 0.0 0.0
H 0.0 0.0 0.0
H 0.0 0.0 0.0
O 0.0 0.0 0.0
N 0.0 0.0 0.0
C -0.1 0.0 0.0
C 0.0 0.0 0.0
C 0.0 -0.1 0.0
N 0.0 0.0 0.0
C 0.0 0.0 0.0
N 0.0 0.0 0.0
C 0.0 0.0 0.0
C 0.0 0.0 0.0
C 0.0 0.0 0.0
C 0.0 0.0 0.0
C 0.0 0.0 0.0
C 0.0 0.0 0.0
C 0.0 0.0 0.0
C 0.0 0.0 0.0
N 0.0 0.0 0.0
H 0.0 0.0 0.0
H 0.0 0.0 0.0
H 0.0 0.0 0.0
H 0.0 0.0 0.0
H 0.0 0.0 0.0
H 0.0 0.0 0.0


# 2
This record from the OMol25 dataset describes a structure of composition C26H19N5NiS2. The level of theory is wB97M-V/def2-TZVPD.

**Calculated total energy**: -97435.7631 eV
**Kohn-Sham gap (spin up / spin down)**: 7.3 / 7.1 eV
**Maximum force**: 0.01588 Eh/bohr

Each line ends with the Mulliken charge.
Geometry (Å):
Ni  -0.4802  0.6110  0.8165  -0.161
N  2.3264  0.6634  4.0540  -0.390
C  1.6110  0.5955  2.9105  0.538
S  -0.1006  0.7225  3.0310  -0.626
N  2.3202  0.4477  1.8045  -1.188
N  1.5282  0.3785  0.7200  0.817
C  2.0391  0.4102  -0.4655  0.042
C  3.4861  0.5008  -0.7602  -0.349
C  4.3538  -0.4906  -0.3058  -0.200
C  5.7059  -0.4154  -0.5944  -0.700
C  6.2037  0.6546  -1.3255  -0.386
C  5.3469  1.6491  -1.7696  -0.732
C  3.9900  1.5710  -1.4912  -0.036
C  1.0492  0.3697  -1.5528  0.940
C  1.3880  0.2065  -2.8936  -0.684
C  0.3747  0.1617  -3.8347  -0.569
C  -0.9432  0.2682  -3.4208  -0.816
C  -1.2033  0.4179  -2.0699  0.058
N  -0.2343  0.4772  -1.1612  0.289
H  1.8626  0.8446  4.9238  0.211
H  3.3291  0.6518  3.9993  0.226
H  3.9605  -1.3063  0.2850  0.427
H  6.3746  -1.1902  -0.2429  0.382
H  7.2615  0.7141  -1.5461  0.395
H  5.7322  2.4907  -2.3302  0.385
H  3.3186  2.3484  -1.8351  0.497
H  2.4264  0.1070  -3.1729  0.499
H  0.6152  0.0384  -4.8824  0.441
H  -1.7636  0.2380  -4.1230  0.431
H  -2.2104  0.5096  -1.6856  0.290
S  -4.6622  -1.3724  0.8285  -0.402
C  -3.6065  -2.7521  0.8883  0.898
C  -3.9228  -4.1061  0.9424  -0.681
C  -2.8824  -5.0127  0.9942  -0.433
C  -1.5505  -4.5828  0.9963  -0.638
C  -1.2355  -3.2410  0.9428  -0.443
C  -2.2768  -2.3155  0.8840  -0.628
N  -2.1214  -0.9440  0.8240  0.231
C  -3.2647  -0.3334  0.7980  0.535
C  -3.3186  1.1328  0.7438  1.114
C  -4.5263  1.8281  0.6871  -0.814
C  -4.5069  3.2102  0.6416  -0.694
C  -3.2840  3.8748  0.6554  -0.715
C  -2.0917  3.1680  0.7120  -0.285
C  -2.0686  1.7727  0.7571  -0.277
H  -4.9522  -4.4381  0.9461  0.395
H  -3.0987  -6.0718  1.0380  0.372
H  -0.7568  -5.3164  1.0456  0.395
H  -0.2100  -2.8956  0.9560  0.441
H  -5.4732  1.2995  0.6797  0.382
H  -5.4324  3.7692  0.6004  0.392
H  -3.2667  4.9581  0.6268  0.401
H  -1.1597  3.7225  0.7303  0.420

Cartesian forces, eV/Å:
Ni 0.5 0.7 -0.1
N 0.0 -0.1 -0.1
C 0.1 0.0 0.2
S -0.2 0.1 0.0
N 0.1 0.0 -0.1
N -0.4 -0.2 -0.1
C 0.0 0.0 0.0
C 0.1 -0.1 0.1
C 0.0 0.1 0.0
C 0.0 0.0 0.0
C 0.1 0.0 0.0
C 0.0 0.0 0.0
C 0.0 0.0 0.0
C 0.0 -0.1 0.0
C -0.1 0.0 0.1
C 0.0 0.0 0.0
C -0.1 0.0 0.0
C 0.1 0.0 0.0
N -0.1 0.1 -0.1
H 0.0 0.0 0.0
H 0.0 0.0 0.0
H 0.0 0.0 0.0
H 0.0 0.0 0.0
H 0.0 0.0 0.0
H 0.0 0.0 0.0
H 0.0 0.0 0.0
H 0.0 0.0 0.0
H 0.0 0.0 0.0
H 0.0 0.0 0.0
H 0.0 0.0 0.0
S 0.0 -0.1 0.0
C 0.0 0.0 0.0
C 0.0 0.1 0.0
C 0.0 0.0 0.0
C 0.0 0.0 0.0
C 0.0 0.0 0.0
C 0.0 0.0 0.0
N -0.1 -0.3 0.0
C 0.1 0.2 0.0
C 0.0 -0.1 0.0
C 0.0 0.1 0.0
C 0.0 0.0 0.0
C -0.1 0.0 0.0
C 0.1 -0.1 0.0
C 0.0 -0.3 0.1
H 0.0 0.0 0.0
H 0.0 0.0 0.0
H 0.0 0.0 0.0
H 0.0 0.0 0.0
H 0.0 0.0 0.0
H 0.0 0.0 0.0
H 0.0 0.0 0.0
H 0.0 0.0 0.0


# 3
This record from the OMol25 dataset describes a structure of composition C26H20AsN2O3PReS6 in a non-equilibrium geometry. The level of theory is wB97M-V/def2-TZVPD.

**Calculated total energy**: -173673.9321 eV
**Kohn-Sham gap (spin up / spin down)**: 5.5 / 5.5 eV
**Net charge**: +1
**Maximum force**: 0.06029 Eh/bohr

Each line ends with the Mulliken charge.
Geometry (Å):
Re  -0.3281  -1.9608  -0.7481  0.703
O  -4.8450  -4.3765  1.3009  -0.625
C  -4.8498  -4.6719  0.0026  0.364
C  -5.8159  -5.5666  -0.4601  -0.653
C  -5.8853  -5.8911  -1.7951  -0.351
C  -4.9882  -5.3427  -2.7192  -0.887
C  -4.0128  -4.4869  -2.2795  -0.454
C  -3.9218  -4.1358  -0.9183  0.408
C  -2.8325  -3.3066  -0.4801  1.122
O  -1.9237  -2.8859  -1.3565  -0.395
N  -2.6532  -3.0191  0.7828  -1.103
N  -1.4772  -2.3764  0.9965  0.270
C  -1.1287  -2.1267  2.2186  0.061
C  0.1290  -1.5761  2.6430  0.589
C  0.3695  -1.3543  4.0010  -0.866
C  1.5982  -0.9039  4.4366  -0.741
C  2.6221  -0.6671  3.5228  -0.501
C  2.4142  -0.8669  2.1743  -0.343
C  1.1738  -1.3100  1.7345  0.484
O  0.9427  -1.4973  0.4259  -0.361
H  -4.1173  -3.7640  1.5073  0.525
H  -6.4954  -5.9920  0.2658  0.449
H  -6.6419  -6.5829  -2.1412  0.394
H  -5.0582  -5.5933  -3.7681  0.437
H  -3.2911  -4.0674  -2.9632  0.393
H  -1.8372  -2.4060  2.9926  0.438
H  -0.4294  -1.5452  4.7065  0.423
H  1.7706  -0.7412  5.4913  0.440
H  3.5891  -0.3220  3.8624  0.451
H  3.1912  -0.6845  1.4435  0.483
S  -2.8596  -1.3390  -4.2613  -0.246
As  -0.8844  -0.8652  -4.0786  0.517
S  -1.1061  0.2666  -0.9623  -0.249
S  0.4527  -2.2271  -2.8969  -0.185
S  0.1018  0.6535  -5.0224  -0.240
S  -0.1232  2.2615  1.6306  -0.219
P  0.9753  2.5872  0.0656  0.129
S  0.4813  1.2901  -1.6416  0.028
C  2.7538  2.3145  0.3108  1.009
C  3.2594  2.5549  1.5860  -0.625
C  4.6243  2.4585  1.8099  -0.618
C  5.4766  2.1253  0.7657  -0.492
C  4.9693  1.8940  -0.5054  -0.680
C  3.6068  1.9918  -0.7406  -0.570
C  0.8807  4.2334  -0.6964  1.077
C  0.8571  5.3124  0.1842  -0.514
C  0.8854  6.6029  -0.3172  -0.639
C  0.9390  6.8152  -1.6876  -0.469
C  0.9652  5.7380  -2.5609  -0.672
C  0.9393  4.4411  -2.0713  -0.422
H  2.5772  2.8093  2.3874  0.402
H  5.0251  2.6536  2.7962  0.471
H  6.5420  2.0584  0.9419  0.424
H  5.6378  1.6539  -1.3216  0.429
H  3.2091  1.8166  -1.7331  0.355
H  0.7988  5.1355  1.2511  0.362
H  0.8517  7.4476  0.3577  0.402
H  0.9500  7.8236  -2.0791  0.384
H  0.9977  5.9047  -3.6293  0.410
H  0.9477  3.6083  -2.7610  0.286

Cartesian forces, eV/Å:
Re -1.6 2.2 -1.6
O -0.3 -0.2 0.2
C 0.1 0.1 -0.2
C -0.1 0.0 0.1
C 0.1 0.1 -0.1
C 0.0 0.0 -0.1
C 0.0 0.0 0.1
C 0.0 0.0 -0.2
C -0.1 0.1 0.9
O 0.7 -0.2 0.1
N -0.7 -0.3 -0.1
N 1.0 0.4 0.0
C -0.4 -0.2 -0.1
C 0.5 0.1 -0.4
C -0.2 0.0 0.0
C 0.1 0.1 0.0
C -0.1 0.0 0.2
C -0.1 -0.1 -0.7
C -0.2 0.1 1.5
O 0.7 -0.5 -0.3
H 0.1 0.0 -0.1
H 0.0 0.0 0.0
H 0.0 0.0 0.1
H 0.0 0.0 0.0
H 0.0 0.0 -0.1
H -0.1 0.0 0.0
H 0.0 0.0 0.0
H 0.0 0.0 0.0
H 0.0 0.0 0.0
H 0.0 0.0 0.0
S 0.7 -0.1 0.2
As -0.5 0.7 -0.8
S 0.1 -1.7 0.5
S 0.0 0.0 0.5
S -0.2 -0.7 0.4
S 0.2 0.0 -0.2
P -0.2 -0.1 0.0
S 0.5 0.4 -0.1
C -0.2 0.0 0.0
C 0.0 -0.1 -0.1
C 0.0 0.0 0.0
C 0.0 0.0 0.1
C 0.0 0.0 -0.1
C -0.1 0.0 0.1
C 0.0 -0.3 0.1
C 0.0 0.0 0.0
C 0.0 0.1 0.0
C 0.0 0.0 0.0
C 0.0 0.0 -0.1
C 0.0 0.1 0.1
H 0.0 0.0 0.0
H 0.0 0.0 0.0
H 0.0 0.0 0.0
H 0.0 0.0 0.0
H 0.1 0.0 0.0
H 0.0 0.0 0.0
H 0.0 0.0 0.0
H 0.0 0.0 0.0
H 0.0 0.0 0.0
H 0.0 0.0 0.0